Record 1
Below is C19H28N9O4Zn as an isolated structure, with properties calculated with ωB97M-V/def2-TZVPD.

Last column: Mulliken charge in e.
Geometry (Å):
Zn1 -0.61761 0.13661 -0.97049  0.364
N1 -2.41293 -0.96404 1.21039  -0.392
C1 -2.33173 -2.41356 0.95131  0.278
C2 -2.37986 -3.22250 2.26632  -1.428
C3 -1.10018 -3.55998 3.04089  -0.273
C4 -0.22420 -2.36433 3.45034  -1.370
N2 0.67442 -1.85417 2.42194  0.095
C5 1.64754 -2.58992 1.88465  0.834
N3 2.08367 -3.69709 2.50135  -0.412
N4 2.26216 -2.15005 0.81042  -0.193
C6 -1.16158 -2.71702 -0.01623  0.245
O1 -0.64257 -3.82606 0.01047  -0.685
O2 -0.89506 -1.80785 -0.89475  -0.827
H1 -2.71741 -0.79920 2.16280  0.172
H2 -3.10968 -0.53444 0.61472  0.281
H3 -3.19788 -2.74074 0.36600  0.406
H4 -2.86888 -4.17074 2.04280  0.382
H5 -3.04997 -2.69061 2.94949  0.434
H6 -0.52881 -4.26997 2.44642  0.460
H7 -1.40621 -4.06531 3.96042  0.368
H8 0.38312 -2.61168 4.32455  0.432
H9 -0.85186 -1.52337 3.74072  0.499
H10 0.31045 -1.12641 1.82222  0.026
H11 1.54273 -4.12743 3.22717  0.211
H12 2.76183 -4.27823 2.03996  0.217
H13 1.87907 -1.35091 0.31818  -0.077
H14 2.86404 -2.77595 0.30358  0.250
O3 1.33465 -0.24379 -1.34892  -0.394
C7 1.76196 -0.32519 -2.60296  0.600
C8 2.50465 -1.42619 -3.06969  -0.444
C9 3.04166 -1.45555 -4.34157  -0.617
C10 2.86959 -0.39060 -5.21858  -0.812
C11 2.08548 0.66894 -4.81579  -0.843
C12 1.51490 0.70292 -3.54186  0.295
C13 0.56767 1.75520 -3.21119  0.449
N5 -0.52026 1.63757 -2.46412  0.164
C14 -1.17451 2.85250 -2.52514  -0.524
C15 -0.47531 3.71018 -3.30535  -0.621
N6 0.62848 3.00394 -3.72401  -0.068
H15 2.62932 -2.28703 -2.43563  0.351
H16 3.58917 -2.33258 -4.66280  0.400
H17 3.30744 -0.41009 -6.20622  0.401
H18 1.87276 1.46733 -5.51806  0.370
H19 -2.13029 3.00964 -2.05819  0.583
H20 -0.66120 4.72705 -3.59872  0.454
H21 1.36503 3.34465 -4.31719  0.231
C16 -0.42268 4.77133 2.44354  -1.057
N7 -0.84548 3.61846 1.67590  0.027
C17 -2.22651 3.33669 1.32744  -0.524
C18 -2.06176 2.11662 0.43149  0.630
O4 -2.92876 1.53834 -0.19049  -0.652
N8 -0.74097 1.75817 0.42604  0.524
C19 -0.07390 2.66853 1.13428  0.079
N9 1.24973 2.61066 1.26350  -0.346
H22 -1.06962 5.61263 2.20240  0.341
H23 0.59398 5.05433 2.17536  0.398
H24 -0.47425 4.58511 3.51740  0.305
H25 -2.70198 4.17080 0.81025  0.373
H26 -2.83170 3.07878 2.20024  0.306
H27 1.74061 1.88857 0.75945  0.147
H28 1.76949 3.27705 1.80354  0.180

Summary:
Energy relative to the best compared isomer or geometry (same formula, charge and spin) in kJ/mol: 75.94
Charge: +1
Kohn-Sham gap in eV: 7.528

=====

Record 2
Below is C19H28NO5V as an isolated structure, with properties calculated with ωB97M-V/def2-TZVPD.

Last column: Mulliken charge in e.
Geometry (Å):
O1 -0.61726 -0.60942 -1.13823  0.252
C1 -1.02960 0.67198 -1.89166  -0.265
C2 -0.39393 0.27850 -3.16800  -1.056
H1 -0.56367 1.55110 -1.45180  -0.575
H2 -2.10891 0.75385 -1.89086  0.798
C3 -0.21346 -1.07123 -2.49668  1.605
H3 0.56552 0.75828 -3.25802  0.353
H4 -1.01669 0.32243 -4.05465  0.394
C4 1.22527 -1.50455 -2.61856  -1.987
H5 1.90308 -0.71761 -2.24675  0.299
H6 1.39922 -1.60543 -3.70602  0.499
H7 1.42768 -2.46465 -2.12301  0.327
C5 -1.22588 -2.09745 -2.99521  -1.549
H8 -2.23811 -1.64520 -2.99197  0.370
H9 -1.19146 -3.01832 -2.38355  0.275
H10 -0.97964 -2.34998 -4.03905  0.419
V1 -0.67398 -0.98478 1.20032  0.504
C6 -2.48034 -0.78015 2.75764  -0.235
C7 -1.99936 0.53968 2.41974  -0.611
C8 -2.14621 0.73670 1.00048  -0.402
H11 -1.65159 1.27814 3.15198  0.475
C9 -2.74354 -0.47512 0.45792  -0.525
C10 -2.94804 -1.40816 1.54455  -0.814
H12 -3.43018 -2.39225 1.45772  0.452
H13 -2.55658 -1.17815 3.78616  0.479
H14 -1.89296 1.64480 0.45868  0.626
H15 -2.95948 -0.68584 -0.58820  0.451
C11 0.82209 -1.70140 2.84961  -0.312
C12 0.24774 -2.83343 2.26303  -0.908
C13 0.64609 -2.86255 0.85816  -0.381
H16 -0.25733 -3.63950 2.81470  0.504
C14 1.42852 -1.72653 0.59455  -0.240
C15 1.49501 -0.84630 1.79825  -0.279
H17 2.39111 -0.24400 1.94978  0.631
H18 0.79703 -1.41902 3.88541  0.553
H19 0.37701 -3.65855 0.16281  0.432
H20 1.94100 -1.47473 -0.31192  0.704
O2 2.21410 1.88703 -1.74355  -0.452
C16 1.52828 1.61112 -0.52960  1.462
C17 0.79550 2.88046 -0.05978  -0.761
H21 2.28383 1.34268 0.21858  0.281
H22 0.99077 0.67470 -0.60468  -1.128
C18 1.11032 3.93729 -1.14553  -0.444
H23 1.23686 3.14256 0.91301  0.497
H24 -0.27473 2.87013 0.05128  -0.076
C19 2.39415 3.31196 -1.72467  -0.610
H25 1.21435 4.97668 -0.78800  0.419
H26 0.31290 3.97352 -1.94116  0.196
H27 3.16015 3.45769 -0.93914  0.294
H28 2.64806 3.61231 -2.74154  0.377
O3 1.11282 -0.39831 6.39450  -0.583
N1 0.30391 -0.49802 5.47722  0.108
O4 -0.89273 -0.19200 5.61737  -0.533
O5 0.51329 0.26908 1.48834  -0.310

Summary:
Energy relative to the best compared isomer or geometry (same formula, charge and spin) in kJ/mol: 179.84
2S+1: 3
Charge: 0
⟨S²⟩: 2.0362
Kohn-Sham gap (alpha / beta) in eV: 4.928 / 4.360

=====

Record 3
Below is C19H29BF5N8OSiTeTi as an isolated structure, with properties calculated with ωB97M-V/def2-TZVPD.

Last column: Mulliken charge in e.
Geometry (Å):
Ti1 0.71393 0.00189 0.26172  -0.470
C1 1.53984 0.03298 -3.24216  -1.413
C2 0.63336 1.06610 -2.69882  0.409
C3 0.09378 2.19851 -3.34386  -1.606
C4 -0.72209 2.78616 -2.39318  -0.528
N1 -0.72571 2.02408 -1.29608  0.451
N2 0.13452 1.02513 -1.44470  0.759
B1 -1.67496 2.05177 0.92166  -0.039
N3 -1.92117 0.66805 1.27155  0.935
C5 -3.05521 0.17867 1.86309  -0.323
C6 -2.83753 -1.14260 2.17019  -1.498
C7 -1.53606 -1.43008 1.73455  0.396
C8 -0.81412 -2.72279 1.86858  -1.326
N4 -0.99884 -0.32572 1.18905  0.735
N5 -0.34413 2.60315 1.13338  1.177
C9 0.08108 3.89937 1.20204  -0.132
C10 1.44894 3.90017 1.33492  -1.561
C11 1.83514 2.55197 1.32081  0.867
C12 3.19509 1.98044 1.46378  -1.361
N6 0.74173 1.77935 1.17993  -0.294
N7 -2.81812 2.86050 0.59793  0.548
C13 -3.14604 4.10715 1.06739  -0.288
C14 -4.32181 4.51399 0.47482  -1.357
C15 -4.71627 3.50704 -0.38252  0.782
C16 -5.89882 3.55142 -1.27933  -1.724
N8 -3.79804 2.47561 -0.30914  0.623
H1 1.29893 -0.18526 -4.28007  0.403
H2 1.47363 -0.88102 -2.65313  0.177
H3 2.57437 0.37705 -3.18266  0.258
H4 0.28705 2.53139 -4.34461  0.475
H5 -1.31848 3.67475 -2.45362  0.540
H6 -3.90738 0.80087 2.04389  0.608
H7 -3.52510 -1.81474 2.64222  0.498
H8 -1.51668 -3.54936 1.77617  0.450
H9 -0.33643 -2.78526 2.84843  0.289
H10 -0.03323 -2.82723 1.11389  0.105
H11 -0.59869 4.72121 1.14202  0.488
H12 2.08692 4.75468 1.42749  0.484
H13 3.80900 2.60231 2.11144  0.480
H14 3.69201 1.91535 0.49289  0.180
H15 3.13673 0.96932 1.87215  0.227
H16 -2.57335 4.56846 1.84300  0.681
H17 -4.84049 5.43302 0.65449  0.538
H18 -6.74319 3.97992 -0.74325  0.445
H19 -6.17231 2.57825 -1.66456  0.245
H20 -5.69524 4.20547 -2.12732  0.344
F1 2.47506 0.03413 -0.51121  -0.502
Te1 2.66314 -1.99221 0.50036  1.204
F2 0.51384 -1.58274 -0.72920  -0.536
F3 4.33927 -1.11144 0.92606  -0.417
F4 3.75420 -1.94159 -1.39012  -0.638
F5 3.28488 -3.03395 2.15871  -0.564
O1 1.68231 -0.95477 1.62826  -0.475
C17 -2.74213 -0.48450 -1.36668  -0.840
Si1 -3.92613 0.99610 -1.33394  0.562
C18 -5.61013 0.25618 -0.76544  -1.405
C19 -3.91488 1.71063 -3.11054  -1.360
H21 -3.04060 -1.11819 -2.19849  0.692
H22 -2.79171 -1.09563 -0.47157  0.247
H23 -1.70253 -0.21289 -1.52882  -0.112
H24 -6.16714 -0.12415 -1.61622  0.415
H25 -6.24398 0.97346 -0.25378  0.497
H26 -5.47080 -0.58138 -0.08769  0.338
H27 -4.78287 1.38976 -3.67667  0.438
H28 -3.90044 2.79510 -3.12323  0.363
H29 -3.03976 1.37062 -3.65622  0.418

Summary:
Energy relative to the best compared isomer or geometry (same formula, charge and spin) in kJ/mol: 674.36
2S+1: 2
Charge: 0
⟨S²⟩: 0.7631
Kohn-Sham gap (alpha / beta) in eV: 4.594 / 6.413

=====

Record 4
Below is C19H29BN2O2Sr as an isolated structure, with properties calculated with ωB97M-V/def2-TZVPD.

Last column: Mulliken charge in e.
Geometry (Å):
C1 -4.45253 0.66436 -0.72463  -0.410
C2 -4.47762 1.94227 -1.51903  -0.844
H1 -4.61784 -0.20072 -1.35820  0.289
H2 -5.27074 0.70800 -0.00987  0.318
H3 -3.55522 0.49664 -0.13881  -0.031
H4 -3.64060 2.11619 -2.20641  0.128
H5 -5.38778 1.96983 -2.13606  0.357
H6 -4.52220 2.83425 -0.88097  0.270
C3 1.41974 -2.61194 -1.10918  -0.568
C4 2.41408 -3.57012 -1.31178  -0.854
C5 3.51450 -3.24878 -2.12406  -0.471
C6 3.58566 -1.94162 -2.62660  -0.512
H7 0.62916 -2.77339 -0.39462  0.698
H8 2.33077 -4.54010 -0.84947  0.427
H9 4.28416 -3.96426 -2.34045  0.462
H10 4.46931 -1.61182 -3.17974  0.241
N1 1.39905 -1.40947 -1.74890  0.196
C7 2.53355 -1.02666 -2.41553  0.388
C8 2.64848 0.40111 -2.84321  0.464
N2 1.62306 1.25299 -2.52925  0.067
C9 1.75139 2.57079 -2.81552  -0.227
C10 3.83135 2.21245 -3.94214  -0.387
C11 2.81738 3.08143 -3.54999  -0.775
H11 0.95991 3.21645 -2.44617  0.391
H12 2.82338 4.14672 -3.82228  0.375
C12 3.77239 0.87584 -3.55124  -0.599
H13 4.56581 0.16786 -3.80906  0.236
H14 4.66502 2.55628 -4.56337  0.406
Sr1 -0.73721 0.25634 -1.70548  1.238
C13 -1.11114 2.72274 -0.83424  -1.775
H15 -1.49912 3.41701 -1.61939  0.330
H16 -0.14979 3.11115 -0.43268  0.354
H17 -1.82550 2.68110 0.00659  0.350
C14 -2.49385 -1.23453 3.70908  -2.017
C15 -1.44490 -0.40302 2.96233  1.859
C16 -1.24948 0.90418 3.67017  -1.935
O1 -1.99104 -0.10842 1.66910  -0.088
B1 -1.46771 -1.09215 0.88126  -0.938
O2 -0.47450 -1.80954 1.40108  0.051
C17 -0.15259 -1.20737 2.66098  1.762
C18 1.11797 -0.39273 2.49940  -1.934
C19 0.15679 -2.29740 3.64046  -1.944
H18 -3.45430 -0.70131 3.71588  0.462
H19 -2.19982 -1.39120 4.75446  0.379
H20 -2.67517 -2.21661 3.25338  0.366
H21 -2.21138 1.42026 3.77997  0.465
H22 -0.83037 0.73631 4.67169  0.372
H23 -0.57942 1.56996 3.11357  0.298
H24 1.47713 -0.08739 3.49695  0.367
H25 1.90913 -1.01373 2.05536  0.494
H26 1.01794 0.51298 1.88206  0.257
H27 -0.68339 -2.97656 3.81035  0.350
H28 1.01444 -2.89437 3.31253  0.469
H29 0.42365 -1.82024 4.59166  0.372

Summary:
Energy relative to the best compared isomer or geometry (same formula, charge and spin) in kJ/mol: 0.00
Charge: 0
Kohn-Sham gap in eV: 4.451

=====

Record 5
Below is C19H29Cl3O2V as an isolated structure, with properties calculated with ωB97M-V/def2-TZVPD.

Last column: Mulliken charge in e.
Geometry (Å):
V1 -0.25109 0.97106 -0.99834  0.873
C1 0.79689 0.66422 1.00233  -0.262
C2 -0.42910 -0.06416 0.97217  -0.113
C3 -0.30921 -1.02684 -0.11837  0.835
C4 0.99630 -0.81421 -0.68172  -0.046
C5 1.67687 0.21506 0.00143  -0.233
C6 3.06495 0.74805 -0.28560  1.637
C7 3.55500 0.26412 -1.65129  -1.837
C8 4.01113 0.23333 0.80750  -1.760
C9 3.06435 2.27983 -0.27611  -1.503
C10 -1.16840 -2.22410 -0.56049  1.993
C11 -2.48716 -1.81459 -1.23128  -1.779
C12 -1.43359 -3.16685 0.62069  -1.683
C13 -0.40804 -3.05124 -1.60828  -2.297
C14 -1.45643 0.15098 2.09201  1.561
C15 -1.10324 -0.77160 3.26899  -1.644
C16 -1.38511 1.59832 2.60679  -1.827
C17 -2.91238 -0.07411 1.68098  -1.661
H1 1.01530 1.47633 1.67739  0.328
H2 1.39470 -1.34339 -1.53075  0.577
H3 3.64178 -0.82366 -1.68115  0.362
H4 4.54270 0.68076 -1.85743  0.436
H5 2.87842 0.58050 -2.44810  0.303
H6 4.01861 -0.85782 0.83141  0.363
H7 3.70178 0.59107 1.79148  0.317
H8 5.03026 0.58014 0.62250  0.469
H9 2.42111 2.67335 -1.06653  0.215
H10 4.07639 2.65480 -0.44249  0.469
H11 2.71619 2.67564 0.67993  0.291
H12 -3.08429 -1.14263 -0.62120  0.136
H13 -3.08967 -2.70193 -1.44094  0.500
H14 -2.28245 -1.32059 -2.18346  0.317
H15 -2.09282 -2.73426 1.36870  0.236
H16 -0.49615 -3.43522 1.11198  0.337
H17 -1.90335 -4.08485 0.26009  0.490
H18 -0.18366 -2.46650 -2.50220  0.412
H19 -1.03151 -3.89302 -1.91460  0.458
H20 0.52497 -3.45115 -1.20832  0.395
H21 -0.09154 -0.56228 3.62146  0.327
H22 -1.14735 -1.82330 2.99052  0.196
H23 -1.79546 -0.60785 4.09875  0.480
H24 -0.43033 1.82623 3.07940  0.374
H25 -2.15983 1.74936 3.36067  0.466
H26 -1.55597 2.31570 1.80089  0.221
H27 -3.12274 -1.10111 1.39911  0.246
H28 -3.18962 0.57915 0.85046  0.176
H29 -3.56283 0.16971 2.52361  0.568
Cl1 -2.62422 1.60690 -1.89035  -0.195
C18 -1.64910 3.04739 -2.36776  0.522
Cl2 -0.79243 3.54205 -0.86385  -0.148
Cl3 -2.64912 4.32089 -2.98016  -0.096
C19 -0.53714 2.53152 -3.38595  0.419
O1 -0.46980 3.04008 -4.46848  -0.593
O2 0.15745 1.59071 -2.85602  -0.629

Summary:
2S+1: 2
Charge: 0
⟨S²⟩: 0.7547
Kohn-Sham gap (alpha / beta) in eV: 8.020 / 7.466

=====

Record 6
Below is a 2-piece molecular cluster, C19H29N3O5S overall, with properties calculated with ωB97M-V/def2-TZVPD.

Last column: Mulliken charge in e.
Geometry (Å):
C1 -3.18722 3.01394 3.69848  -1.446
C2 -2.26134 3.06364 2.51313  0.911
C3 -2.43449 4.03015 1.51316  -0.764
C4 -1.56684 4.08442 0.41672  -0.556
C5 -0.51478 3.16621 0.30693  0.049
S1 0.62944 3.23384 -1.10697  1.290
O1 1.81472 2.39893 -0.86146  -0.669
O2 0.94206 4.62196 -1.47687  -0.741
N1 -0.28878 2.50228 -2.38821  0.054
C6 -1.19248 3.33848 -3.19240  -0.633
C7 -1.44722 2.64815 -4.54776  -0.530
O3 -1.67362 1.21987 -4.47713  -0.404
C8 -1.78924 0.66938 -3.15076  -0.776
C9 -0.60984 1.07148 -2.24763  0.036
C10 -0.32790 2.20990 1.31461  -0.364
C11 -1.19719 2.15986 2.40633  -0.834
H1 -4.20822 3.27095 3.40035  0.374
H2 -2.85552 3.72282 4.46323  0.296
H3 -3.20046 2.01084 4.13599  0.361
H4 -3.24091 4.75280 1.59021  0.392
H5 -1.70277 4.85005 -0.34397  0.476
H6 -2.14105 3.48002 -2.66427  0.312
H7 -0.76090 4.32875 -3.37230  0.403
H8 -0.57210 2.81596 -5.18324  0.322
H9 -2.30257 3.12614 -5.03436  0.311
H10 -1.83900 -0.42162 -3.21223  0.393
H11 -2.72282 1.01610 -2.69628  0.341
H12 -0.86265 0.82836 -1.21068  0.232
H13 0.27307 0.48327 -2.51922  0.116
H14 0.50120 1.50599 1.26487  0.509
H15 -1.02578 1.41392 3.17760  0.520
C12 -0.73989 -3.58260 1.14643  -0.715
N2 -0.43154 -2.43148 1.99306  -0.103
C13 0.66372 -1.65954 2.02209  -0.174
O4 0.64422 -0.66857 2.74259  -0.699
C14 1.92269 -1.93359 1.16914  0.336
C15 1.82833 -1.21403 -0.18116  -0.046
C16 2.74523 -2.03660 -1.08251  -0.862
C17 2.50563 -3.45935 -0.58472  -0.776
N3 2.24714 -3.32932 0.84356  0.194
C18 2.48498 -4.27243 1.77672  0.740
C19 2.95374 -5.64941 1.33790  -1.349
O5 2.31931 -4.07328 2.97321  -0.633
H16 -1.81590 -3.76279 1.15489  0.365
H17 -0.42426 -3.39678 0.11925  0.165
H18 -0.23771 -4.47130 1.53318  0.203
H19 -1.13723 -2.14606 2.65394  0.301
H20 2.77361 -1.52090 1.71254  0.405
H21 2.16118 -0.17884 -0.10671  0.174
H22 0.80711 -1.25995 -0.56251  -0.010
H23 2.49202 -1.92588 -2.13714  0.346
H24 3.78393 -1.75436 -0.90221  0.390
H25 1.63136 -3.88602 -1.07756  0.288
H26 3.38625 -4.06912 -0.78764  0.457
H27 2.24885 -6.06856 0.62345  0.324
H28 3.94263 -5.57027 0.89114  0.354
H29 3.00978 -6.29577 2.21320  0.346

Summary:
Energy relative to the best compared isomer or geometry (same formula, charge and spin) in kJ/mol: 217.30
Charge: 0
SMILES: Cc1ccc(S(=O)(=O)N2CCOCC2)cc1.CNC(=O)[C@@H]1CCCN1C(C)=O
Kohn-Sham gap in eV: 9.535

=====

In the order shown, the computed max |F| values come out to 0.8 3.2 6.4 5.1 0.4 2.5 eV/A.
In the order shown, the computed electronic energy values come out to -90175.6907 -57563.8465 -86697.1966 -28760.4557 -87524.1558 -45716.1878 eV.